Computed, not measured: C28H29BF16HfN5O12S4 as an isolated structure, with wB97M-V/def2-TZVPD.

```
96
Properties=species:S:1:pos:R:3:forces:R:3:mulliken_charge:R:1
Hf 1.44906 -1.78379 1.48514 -0.9 0.0 -2.7 2.29
S 0.07887 -5.03557 0.61735 -0.6 -0.4 -0.4 1.15
S -1.99912 -2.09327 2.49426 -1.0 0.2 -0.3 1.02
S 3.91459 -1.54951 -0.18144 -1.8 -1.1 1.0 1.13
S 1.98283 1.28094 3.32156 0.0 0.2 -0.5 1.23
F -0.18659 0.69872 -1.26908 0.2 0.1 0.2 -0.06
F -1.45540 -4.05283 4.07860 -0.3 0.3 0.3 -0.15
F 4.75042 -3.96818 -0.71024 0.1 0.0 -0.1 -0.14
F 6.31915 -2.46327 -0.67845 -0.1 -0.1 0.0 -0.19
F 1.82631 -6.92048 1.09853 0.1 0.1 -0.1 -0.24
F 1.00359 -6.92679 -0.90153 0.2 -0.1 -0.1 -0.23
F 5.44560 -3.16998 1.17090 0.1 -0.1 0.2 -0.20
F -3.50741 -3.31711 4.16708 0.1 0.0 0.2 -0.18
F 2.51089 -5.45231 -0.34557 -0.2 -0.3 0.0 -0.06
F -0.42208 0.26752 1.01769 0.2 0.6 -0.4 0.29
F 0.11686 -1.41659 -0.34663 0.4 0.0 0.7 0.10
F 1.64414 0.15711 0.06107 -0.2 0.1 0.3 0.54
F 0.17484 0.28231 4.88486 -0.2 0.2 -0.1 -0.20
F 0.52540 2.41843 5.10360 -0.2 0.0 0.0 -0.23
F -1.90236 -2.16272 5.08603 -0.1 -0.3 0.0 -0.18
F -0.60205 1.67861 3.40082 0.0 -0.1 0.2 -0.11
O -0.41212 -5.59246 1.82267 0.0 -0.1 0.7 -0.62
O 1.83188 -0.07597 2.69151 -0.6 -1.6 -0.1 -1.27
O 0.82346 -3.74437 0.83873 1.4 1.8 1.1 -0.89
O -2.63882 -0.81778 2.66968 0.2 0.1 -0.1 -0.47
O -2.54066 -2.97437 1.51503 0.1 -0.1 -0.3 -0.69
O 3.65455 -1.11719 1.22590 0.3 -0.2 0.8 -0.79
O 1.94911 2.30373 2.32034 -0.1 0.1 -0.2 -0.71
O -0.51232 -1.98994 2.38048 2.0 0.4 0.3 -0.51
O -0.80529 -4.92665 -0.49720 0.1 0.3 -0.2 -0.65
O 4.29522 -0.57399 -1.11519 0.6 0.7 -0.6 -0.63
O 2.62553 -2.26042 -0.43240 -0.2 -0.3 0.2 -0.81
O 2.98645 1.31646 4.31112 0.6 -0.2 0.5 -0.65
N 2.64826 2.32448 -1.85299 -0.1 -0.1 0.3 0.37
N -3.88678 1.19004 0.60672 -0.5 0.0 0.1 0.17
N 0.89016 -4.74860 -3.48657 -0.1 0.0 -0.1 0.10
N 0.88317 6.20953 0.70104 0.4 0.1 -0.1 0.13
N -3.18199 -2.92207 -1.32888 0.0 0.0 -0.1 0.72
C 1.17625 -2.55268 -3.38926 0.8 -0.2 0.3 -0.15
C 1.88168 7.29012 0.64119 0.2 0.1 0.1 -0.91
C -1.98076 3.14794 0.62977 0.0 -0.2 0.0 1.36
C -0.97051 4.22281 0.66287 0.0 0.4 -0.1 -0.18
C -0.40171 6.52728 0.85018 -0.4 0.1 -0.4 -0.51
C 3.61442 4.28960 -1.70035 0.1 0.6 -0.4 -0.43
C -2.86793 -2.07106 -2.34947 -0.3 0.1 0.4 -0.64
C -4.47031 -3.35641 -1.46610 0.3 0.0 0.2 -0.73
C 2.20938 -4.52534 -3.78302 -0.2 0.0 0.2 -0.76
C 3.63418 3.01656 -1.21722 -0.5 -0.1 0.5 -0.73
C 5.21328 -2.89868 -0.10116 0.0 0.3 -0.1 0.75
C -2.23417 -2.96879 4.07413 0.6 -0.2 0.0 0.32
C 1.29685 4.93354 0.58446 0.2 0.9 0.1 -0.92
C -3.61796 1.82661 1.75216 -0.2 -0.4 -0.1 -0.31
C 0.37313 3.92949 0.49358 0.0 -0.7 0.5 -0.28
C -3.22175 1.47742 -0.50928 0.0 -0.2 -0.6 -0.48
C 2.61168 4.34891 -2.71855 0.1 0.6 0.4 -0.73
C -2.68144 2.81919 1.76895 -0.2 0.7 0.8 -0.76
C -3.99463 -1.91703 -3.12241 0.2 0.0 -0.2 -1.06
C 2.00237 3.13350 -2.75099 0.1 -0.8 -0.1 -0.60
C -4.99347 0.22144 0.50820 0.2 -0.6 -0.1 -0.66
C -5.00293 -2.77215 -2.59025 0.2 0.2 -0.1 -0.76
C 1.45503 -6.15500 0.07836 0.1 0.2 0.1 0.44
C -2.24643 2.43247 -0.52440 0.5 0.4 -0.2 -0.28
C 2.42117 -3.17982 -3.69565 0.3 0.2 -0.3 -0.70
C -1.35671 5.54865 0.86389 -0.2 -0.2 -0.1 -0.63
C 0.41541 1.41870 4.23355 -0.1 -0.2 0.2 0.65
C 0.26843 -3.55939 -3.25649 -0.5 0.2 0.3 -1.03
B 0.25242 0.03006 -0.17534 -1.0 -0.3 -0.6 0.23
H -1.87714 -1.66230 -2.41661 0.1 0.2 -0.1 0.90
H 4.23278 5.10718 -1.36372 0.2 -0.1 -0.1 0.67
H -5.93737 -2.99810 -3.07425 -0.2 0.1 0.3 0.46
H 1.03458 -1.51582 -3.13674 -0.2 0.1 -0.2 0.70
H -4.16088 1.50890 2.62788 -0.1 0.0 0.0 0.41
H -4.59169 -0.71173 0.10835 0.0 0.0 0.1 0.15
H 2.70374 6.97076 0.00808 0.0 0.0 0.0 0.32
H -2.39580 5.83390 0.95633 0.0 -0.1 0.1 0.59
H 2.39738 5.18203 -3.36629 -0.1 0.1 0.0 0.47
H 2.47017 1.35693 -1.65024 -0.1 -0.1 -0.2 -0.05
H -1.68295 2.63621 -1.42335 -0.2 -0.1 -0.1 0.47
H 3.38417 -2.72674 -3.87582 -0.1 0.2 0.0 0.50
H 2.37154 4.84187 0.59766 0.0 -0.6 -0.3 1.00
H -5.41917 0.05106 1.48935 0.0 0.0 0.1 0.29
H 1.22043 2.74282 -3.37948 0.0 0.0 -0.1 0.52
H -4.05490 -1.27768 -3.99089 -0.1 -0.2 -0.1 0.50
H -4.86921 -4.00861 -0.70746 -0.1 -0.2 -0.2 0.53
H -0.76360 -3.49595 -2.95634 0.0 -0.3 -0.1 0.65
H -2.52411 -3.27502 -0.64871 -0.1 0.0 0.0 0.08
H -3.50529 0.93170 -1.40058 0.0 -0.1 0.1 0.50
H -0.65304 7.57733 0.85489 0.1 0.0 0.2 0.39
H 0.71191 2.90320 0.45911 0.1 0.1 -0.2 0.31
H 2.24297 7.52160 1.64078 0.0 -0.1 0.0 0.33
H 1.43000 8.17573 0.20699 -0.1 0.0 0.0 0.35
H 4.14585 2.58215 -0.37423 0.2 -0.1 -0.2 0.46
H 2.87871 -5.32235 -4.05352 0.0 -0.1 0.1 0.42
H 0.44517 -5.63742 -3.34897 0.1 -0.1 -0.1 0.29
H -2.55208 3.38326 2.68421 0.2 -0.2 0.0 0.50
H -5.74444 0.59547 -0.18231 0.0 0.1 0.1 0.40
```
Forces are in eV/Å.

**DFT total energy**: -5524.69690 a.u.
**Molar mass**: 1249.1 g mol⁻¹
**HOMO level**: -9.6 eV
**Net charge**: +1
**Relative energy (zero: lowest compared OMol25 entry of this formula, charge and spin)**: 0.0 kcal/mol